Arrangement A

Entry from the OMol25 dataset: a cluster of 3 separate species, C6H12O2 in total (ωB97M-V/def2-TZVPD).

Bonds (Å) are listed after each position.
Cartesian coordinates (Å):
1 H -0.83918 -0.69954 0.83233  C17 1.089
2 C 0.58801 0.24965 -0.32549  C11 1.525, H13 0.984, C17 1.341
3 H -3.69599 1.60388 -0.47296  C10 1.029
4 H -3.22898 -0.12957 -0.38303  C10 1.183
5 H 3.48600 0.12397 -0.55226  C15 0.993
6 C -1.66187 1.25607 0.13860  C10 1.320, C17 1.490, H19 1.213
7 H -0.98913 -0.36585 -2.54068  O8 0.958
8 O -0.51059 -1.17244 -2.73480  H7 0.958, H14 1.003
9 O 0.52438 -0.04754 2.47836  H12 0.959, H18 0.949
10 C -2.90452 0.99629 -0.22293  H3 1.029, H4 1.183, C6 1.320
11 C 1.65539 -0.67709 0.24615  C2 1.525, C15 1.333, H20 1.091
12 H -0.09914 0.08584 3.19440  O9 0.959
13 H 0.70985 1.04043 -0.89803  C2 0.984
14 H -0.14018 -1.42288 -1.83660  O8 1.003
15 C 2.95541 -0.48222 0.02793  H5 0.993, C11 1.333, H16 1.106
16 H 3.62809 -1.19379 0.54321  C15 1.106
17 C -0.62908 0.18621 0.23498  H1 1.089, C2 1.341, C6 1.490
18 H 1.06700 0.73047 2.45570  O9 0.949
19 H -1.31660 2.39412 0.37918  C6 1.213
20 H 1.28788 -1.58070 0.73475  C11 1.091

Results
total charge	+1
spin multiplicity	2
expectation value of S²	0.777
gap between HOMO and LUMO (spin up / spin down)	9.604 / 6.783	eV



Arrangement B

Entry from the OMol25 dataset: a cluster of 2 separate species, C6H12O2 in total (ωB97M-V/def2-TZVPD).

Bonds (Å) are listed after each position.
Cartesian coordinates (Å):
1 H -1.90554 3.50680 -1.67050  C15 1.085
2 H 2.11355 -3.61569 1.34896  C19 1.078
3 H -1.33609 3.74036 -0.02285  C15 1.092
4 H -0.23300 4.00216 -1.37007  C15 1.090
5 H 1.99829 -2.09229 -0.74410  C10 1.083
6 H 1.29934 -0.53414 -0.28347  C10 1.099
7 H 0.65872 -3.49512 2.52315  C19 1.079
8 H 0.58671 2.45288 0.47913  O13 0.966
9 H -0.73283 -0.79363 0.90655  O16 0.980
10 C 1.08992 -1.60590 -0.40989  H5 1.083, H6 1.099, C17 1.471, H18 1.088
11 C -0.65234 1.94455 -0.91318  O13 1.375, C14 1.321, C15 1.492
12 H -0.82171 -0.06696 -1.42922  C14 1.079
13 O 0.28330 1.64247 0.04871  H8 0.966, C11 1.375
14 C -1.13991 0.94539 -1.62726  C11 1.321, H12 1.079, H20 1.075
15 C -1.05252 3.37797 -1.01298  H1 1.085, H3 1.092, H4 1.090, C11 1.492
16 O -0.40485 -1.54952 1.43768  H9 0.980, C17 1.288
17 C 0.61201 -2.11463 0.88478  C10 1.471, O16 1.288, C19 1.410
18 H 0.33062 -1.71162 -1.18172  C10 1.088
19 C 1.18056 -3.16083 1.64008  H2 1.078, H7 1.079, C17 1.410
20 H -1.89418 1.11181 -2.37476  C14 1.075

Results
total charge	+1
spin multiplicity	2
expectation value of S²	0.755
gap between HOMO and LUMO (spin up / spin down)	8.286 / 4.661	eV



The structure with the greatest stability is arrangement B.



Arrangement A

Entry from the OMol25 dataset: a cluster of 2 separate species, C2H3Cl2N in total (ωB97M-V/def2-TZVPD).

Bonds (Å) are listed after each position.
Cartesian coordinates (Å):
1 Cl -2.66135 0.89668 -0.10073  no bonds
2 C 0.83596 0.67329 -0.41280  C3 1.467, Cl6 1.770, N7 1.465, H8 1.177
3 C -0.09966 0.32283 0.66134  C2 1.467, H4 1.023, N7 1.389
4 H -0.23552 0.36423 1.67399  C3 1.023
5 H 0.03747 -1.49684 -0.67926  N7 1.063
6 Cl 2.50944 1.01893 0.04831  C2 1.770
7 N 0.44506 -0.70378 -0.10016  C2 1.465, C3 1.389, H5 1.063
8 H 0.68763 1.28474 -1.40698  C2 1.177

Results
gap between HOMO and LUMO (spin up / spin down)	7.775 / 7.771	eV



Arrangement B

Entry from the OMol25 dataset: a cluster of 2 separate species, C2H3Cl2N in total (ωB97M-V/def2-TZVPD).

Bonds (Å) are listed after each position.
Cartesian coordinates (Å):
1 H -1.01899 -2.24824 -1.09855  N6 1.012
2 H 1.16218 1.11413 -0.17810  C4 1.071
3 H 0.16226 1.04783 1.41620  C4 1.069
4 C 0.39494 1.48661 0.46928  H2 1.071, H3 1.069, Cl8 1.670
5 Cl -2.61478 0.85150 -0.91959  C7 1.668
6 N -1.73886 -1.54403 -1.19450  H1 1.012, C7 1.253
7 C -1.49884 -0.38200 -0.79149  Cl5 1.668, N6 1.253
8 Cl -0.46899 2.83094 -0.01467  C4 1.670

Results
gap between HOMO and LUMO (spin up / spin down)	7.414 / 8.895	eV



Arrangement C

Entry from the OMol25 dataset: an isolated molecule of C2H3Cl2N (ωB97M-V/def2-TZVPD).

Bonds (Å) are listed after each position.
Cartesian coordinates (Å):
1 C -0.87537 -0.18215 0.31508  C3 1.817, Cl5 1.719, N7 1.446, H8 1.055
2 H 1.28587 -0.22719 0.79177  C3 1.033
3 C 0.87905 -0.17072 -0.15634  C1 1.817, H2 1.033, Cl4 1.742, N7 1.438
4 Cl 1.65831 -1.02634 -1.45838  C3 1.742
5 Cl -1.11132 0.10024 1.99444  C1 1.719
6 H -0.20006 1.41060 -1.08478  N7 1.017
7 N -0.07697 0.90229 -0.21279  C1 1.446, C3 1.438, H6 1.017
8 H -1.55951 -0.80673 -0.18901  C1 1.055

Results
gap between HOMO and LUMO	9.754	eV



The structure with the greatest stability is arrangement C.



Arrangement A

Entry from the OMol25 dataset: a cluster of 2 separate species, C11H15NO in total (ωB97M-V/def2-TZVPD).

Bonds (Å) are listed after each position.
Cartesian coordinates (Å):
1 C 1.52149 -1.13640 3.90966  H3 1.098, C6 1.528, O8 1.420, H15 1.103
2 H 1.76251 1.83395 -2.21744  C27 1.085
3 H 1.18133 -0.96347 4.93975  C1 1.098
4 H 1.47869 0.53226 -0.23284  N10 0.999
5 H 0.06928 3.40673 -3.35346  C7 1.077
6 C 2.94490 -0.68761 3.58299  C1 1.528, H14 1.085, H23 1.096, H28 1.080
7 C -0.34000 2.50678 -3.78130  H5 1.077, C13 1.532, H21 1.106, H25 1.089
8 O 1.21921 -2.44206 3.43990  C1 1.420, H9 0.953
9 H 1.40376 -3.03791 4.16083  O8 0.953
10 N 0.70135 0.57135 -0.85860  H4 0.999, C24 1.367, C27 1.375
11 C -3.13599 -0.84324 -1.43424  C17 1.388, H18 1.078, C26 1.392
12 C -1.25105 -0.68239 0.15025  H19 1.087, C24 1.413, C26 1.377
13 C -0.33922 1.43569 -2.68606  C7 1.532, C16 1.441, C27 1.371
14 H 3.59841 -1.53280 3.77201  C6 1.085
15 H 0.71251 -0.55836 3.43193  C1 1.103
16 C -1.27329 0.61614 -1.95595  C13 1.441, C17 1.395, C24 1.443
17 C -2.49591 0.03627 -2.29569  C11 1.388, C16 1.395, H22 1.084
18 H -4.03836 -1.32965 -1.76726  C11 1.078
19 H -0.64537 -1.01187 0.99062  C12 1.087
20 H -2.77542 -1.83659 0.56434  C26 1.100
21 H -1.40078 2.74561 -3.98368  C7 1.106
22 H -2.90356 0.25086 -3.27711  C17 1.084
23 H 2.96237 -0.41593 2.52113  C6 1.096
24 C -0.61040 0.20673 -0.74110  N10 1.367, C12 1.413, C16 1.443
25 H -0.03988 2.03055 -4.71392  C7 1.089
26 C -2.49114 -1.13869 -0.23640  C11 1.392, C12 1.377, H20 1.100
27 C 0.85444 1.26842 -2.03363  H2 1.085, N10 1.375, C13 1.371
28 H 3.33014 0.17563 4.10525  C6 1.080

Results
gap between HOMO and LUMO	8.382	eV



Arrangement B

Entry from the OMol25 dataset: an isolated molecule of C11H15NO (ωB97M-V/def2-TZVPD).

Bonds (Å) are listed after each position.
Cartesian coordinates (Å):
1 C 2.48044 -1.05797 0.13308  N19 1.339, C20 1.412, H26 1.070
2 C -2.77505 1.18850 -0.18644  C7 1.564, H12 1.109, H23 1.042, C27 1.520
3 H -0.68213 -0.76270 -1.58675  C24 1.051
4 C -0.02329 -0.89707 0.43351  O6 1.428, H13 1.137, C20 1.520, C24 1.523
5 H 4.94180 0.99362 -0.35230  C9 1.086
6 O -0.90006 0.10555 0.94955  C4 1.428, C7 1.396
7 C -2.22228 -0.08081 0.54104  C2 1.564, O6 1.396, H10 1.100, C21 1.548
8 H -2.96591 -1.29730 -1.14981  C21 1.101
9 C 3.89881 0.71334 -0.24176  H5 1.086, N19 1.324, C22 1.379
10 H -2.83632 -0.17697 1.44885  C7 1.100
11 H 2.91821 2.67369 -0.23680  C22 1.114
12 H -2.40940 1.97452 0.50574  C2 1.109
13 H 0.16327 -1.78192 1.12272  C4 1.137
14 H -2.52441 -2.18646 0.40935  C21 1.106
15 H -0.45532 -2.48540 -1.13791  C24 1.157
16 H -4.80273 1.75129 -0.95814  C27 1.135
17 H 0.75932 1.77538 0.20080  C18 1.061
18 C 1.53314 1.07241 0.02265  H17 1.061, C20 1.347, C22 1.400
19 N 3.71833 -0.58588 -0.05850  C1 1.339, C9 1.324
20 C 1.31982 -0.25296 0.13191  C1 1.412, C4 1.520, C18 1.347
21 C -2.26890 -1.37812 -0.30157  C7 1.548, H8 1.101, H14 1.106, C24 1.574
22 C 2.81408 1.56497 -0.25322  C9 1.379, H11 1.114, C18 1.400
23 H -2.27688 1.30494 -1.09422  C2 1.042
24 C -0.77086 -1.43121 -0.78067  H3 1.051, C4 1.523, H15 1.157, C21 1.574
25 H -4.56247 -0.06817 -0.68250  C27 1.171
26 H 2.40048 -2.10540 0.33391  C1 1.070
27 C -4.27934 0.99829 -0.28933  C2 1.520, H16 1.135, H25 1.171, H28 1.121
28 H -4.73474 1.01136 0.73483  C27 1.121

Results
gap between HOMO and LUMO	10.204	eV



The structure with the greatest stability is arrangement B.



Arrangement A

Entry from the OMol25 dataset: an isolated molecule of C9H20N2 (ωB97M-V/def2-TZVPD).

Bonds (Å) are listed after each position.
Cartesian coordinates (Å):
1 H 1.06244 0.42364 1.51025  C26 1.088
2 H 0.41651 -2.33023 -1.12388  C18 1.093
3 H -2.74158 -1.85320 1.37312  C4 1.101
4 C -2.53101 -1.50406 0.35044  H3 1.101, N5 1.472, H7 1.099, H11 1.084
5 N -1.30449 -0.69276 0.28456  C4 1.472, C10 1.499, C23 1.473
6 H 0.74449 -2.11409 2.63957  C9 1.112
7 H -3.41036 -0.93077 0.02368  C4 1.099
8 H -0.94586 -2.49255 2.36504  C9 1.080
9 C -0.20487 -1.72175 2.21343  H6 1.112, H8 1.080, C23 1.533, H27 1.095
10 C -1.29086 0.39587 -0.74556  N5 1.499, C13 1.524, C19 1.542, C31 1.521
11 H -2.44534 -2.35260 -0.31808  C4 1.084
12 H -3.43655 1.09015 -0.65057  C19 1.122
13 C -1.52293 -0.19264 -2.13172  C10 1.524, H16 1.078, H20 1.081, H29 1.079
14 H 1.19493 -0.29241 -1.35244  N24 1.017
15 H -2.21760 2.34440 -1.01197  C19 1.099
16 H -0.67490 -0.77508 -2.45439  C13 1.078
17 H 2.10238 -0.83690 0.87077  C26 1.107
18 C 0.36285 -2.57149 -0.05903  H2 1.093, H22 1.104, C23 1.541, H25 1.117
19 C -2.39004 1.42897 -0.42811  C10 1.542, H12 1.122, H15 1.099, H28 1.102
20 H -1.65711 0.65294 -2.79107  C13 1.081
21 H 0.07177 1.78342 -1.65403  C31 1.088
22 H -0.35272 -3.40721 0.02651  C18 1.104
23 C -0.05363 -1.32230 0.74159  N5 1.473, C9 1.533, C18 1.541, C26 1.575
24 N 1.18832 0.38925 -0.59803  H14 1.017, C26 1.476, C31 1.465
25 H 1.37230 -2.92829 0.25955  C18 1.117
26 C 1.14670 -0.30316 0.70455  H1 1.088, H17 1.107, C23 1.575, N24 1.476
27 H -0.48263 -0.83889 2.79851  C9 1.095
28 H -2.30661 1.71385 0.63301  C19 1.102
29 H -2.41683 -0.79540 -2.17621  C13 1.079
30 H -0.08007 1.93250 0.07897  C31 1.078
31 C -0.01188 1.21977 -0.72721  C10 1.521, H21 1.088, N24 1.465, H30 1.078

Results
gap between HOMO and LUMO	8.769	eV



Arrangement B

Entry from the OMol25 dataset: an isolated molecule of C9H20N2 (ωB97M-V/def2-TZVPD).

Bonds (Å) are listed after each position.
Cartesian coordinates (Å):
1 N -0.58249 -1.86529 -0.37737  C10 1.546, H18 1.007, N27 1.399
2 C -0.07092 1.44332 -1.24480  H8 1.032, H9 1.058, H14 1.022, C21 1.539
3 H 0.55966 -1.31526 -1.78903  N27 1.028
4 H -1.25392 -0.78747 2.23708  C23 1.099
5 H -2.57887 0.03855 1.70816  C23 1.057
6 C 2.43628 -0.04129 -1.17536  H7 1.048, H16 1.021, H19 1.103, C25 1.549
7 H 3.08916 -0.83329 -0.96402  C6 1.048
8 H -0.12258 0.90551 -2.12441  C2 1.032
9 H 0.79153 2.03084 -1.07290  C2 1.058
10 C -1.23585 -0.51643 0.00340  N1 1.546, C13 1.579, C21 1.546, C23 1.572
11 H -1.98283 -0.13238 -1.95544  C13 1.014
12 H 0.39840 1.08486 2.00097  C28 1.021
13 C -2.38933 -0.20312 -1.02880  C10 1.579, H11 1.014, H29 1.183, H31 1.021
14 H -0.83282 2.07435 -0.98665  C2 1.022
15 H 0.58886 2.26962 0.93577  C28 1.114
16 H 2.14975 0.09532 -2.14602  C6 1.021
17 C 1.88773 -0.81112 1.06748  H22 1.113, H24 1.009, C25 1.557, H26 1.041
18 H -0.41766 -2.37826 0.47302  N1 1.007
19 H 2.83707 0.85347 -0.67015  C6 1.103
20 H -1.06977 1.74773 1.36039  C28 1.057
21 C -0.05262 0.47689 -0.04734  C2 1.539, C10 1.546, C25 1.536, C28 1.532
22 H 2.76698 -0.19511 1.36233  C17 1.113
23 C -1.94852 -0.74601 1.38609  H4 1.099, H5 1.057, C10 1.572, H30 1.080
24 H 1.19939 -0.72707 1.79980  C17 1.009
25 C 1.22321 -0.34994 -0.26343  C6 1.549, C17 1.557, C21 1.536, N27 1.488
26 H 2.38689 -1.71874 0.96819  C17 1.041
27 N 0.72282 -1.63410 -0.82574  N1 1.399, H3 1.028, C25 1.488
28 C -0.08670 1.41337 1.16499  H12 1.021, H15 1.114, H20 1.057, C21 1.532
29 H -2.89736 0.81194 -0.69638  C13 1.183
30 H -2.57345 -1.62569 1.42958  C23 1.080
31 H -3.11796 -0.91111 -0.92575  C13 1.021

Results
gap between HOMO and LUMO	9.832	eV



The structure with the greatest stability is arrangement A.